(1)
C2H4O2S2 | ωB97M-V with the def2-TZVPD basis set

The geometry in ORCA input format:
```
! wB97M-V def2-TZVPD RIJCOSX def2/J DEFGRID3
* xyz 0 1
O -1.4760 -0.8638 -1.3430
S -1.7904 -0.2938 -0.0684
O -1.1585 -0.6943 1.1361
S -3.0912 1.0696 -0.0537
C 1.3859 -0.5803 0.0083
C 1.1281 0.7624 0.1797
H 1.5827 -1.2623 0.7653
H 1.2124 -0.8936 -1.0239
H 1.0596 1.4397 -0.6870
H 1.1474 1.3164 1.0866
*
```

Output
Total energy, eV: -27901.6000
Relative energy (zero: lowest compared OMol25 entry of this formula, charge and spin), kJ/mol: 264.0
Structure (SMILES): O=S(=O)=S.C=C

---

(2)
C2H2Br2I2 | ωB97M-V with the def2-TZVPD basis set

The geometry in ORCA input format:
```
! wB97M-V def2-TZVPD RIJCOSX def2/J DEFGRID3
* xyz 0 1
C 0.1000 -0.0458 -0.4437
C -0.7522 0.1442 -1.5186
Br -0.4916 1.6372 -2.6290
Br 0.3909 -3.0786 -4.1984
I 2.3139 -0.1705 -0.8275
I -1.1365 -1.5603 -2.7200
H -0.1912 -0.8496 0.1454
H 0.0125 0.6925 0.3117
*
```

Output
Total energy, eV: -158389.8607
Relative energy (zero: lowest compared OMol25 entry of this formula, charge and spin), kJ/mol: 205.3

---

(3)
C5H3NO2 | ωB97M-V with the def2-TZVPD basis set

The geometry in ORCA input format:
```
! wB97M-V def2-TZVPD RIJCOSX def2/J DEFGRID3
* xyz 0 1
O -2.9711 0.5498 0.0930
C -1.7830 0.4290 0.0725
N -0.8799 1.4882 -0.1715
C 0.5170 1.1699 0.1263
O 1.4222 1.9718 -0.0530
C 0.4844 -0.2416 0.5814
C 0.0738 -1.3074 -0.3750
C -0.9080 -0.6947 0.2556
H -0.9489 2.3193 -0.7040
H 1.0811 -0.2777 1.5619
H 0.3183 -1.9382 -1.1845
*
```

Output
Total energy, eV: -10815.3529
Relative energy (zero: lowest compared OMol25 entry of this formula, charge and spin), kJ/mol: 198.9
Structure (SMILES): O=C1NC(=O)[C@@H]2C=C12

---

(4)
C7H14O | ωB97M-V with the def2-TZVPD basis set

The geometry in ORCA input format:
```
! wB97M-V def2-TZVPD RIJCOSX def2/J DEFGRID3
* xyz 0 1
C 3.2916 -0.8240 0.0658
O 2.2195 -0.0962 0.6354
C 0.8483 -0.4709 0.1874
C 0.2698 0.5122 -0.8254
C -1.1354 0.3350 -0.0276
C -1.8565 1.6548 0.2104
C -2.0707 -0.7250 -0.6015
C -0.2886 -0.1461 1.1727
H 4.2246 -0.5288 0.5556
H 3.3706 -0.6247 -1.0075
H 3.1622 -1.9013 0.2205
H 0.8231 -1.5141 -0.1501
H 0.6647 1.5313 -0.7622
H 0.2809 0.1796 -1.8663
H -1.1835 2.4166 0.6171
H -2.6783 1.5246 0.9240
H -2.2800 2.0456 -0.7205
H -2.4934 -0.3982 -1.5573
H -2.9036 -0.9190 0.0843
H -1.5595 -1.6783 -0.7692
H -0.6781 -1.0090 1.7199
H -0.0277 0.6359 1.8946
*
```

Output
Total energy, eV: -9532.3729
Relative energy (zero: lowest compared OMol25 entry of this formula, charge and spin), kJ/mol: 134.5
Structure (SMILES): COC1CC(C)(C)C1

---

(5)
C6H9NO | ωB97M-V with the def2-TZVPD basis set

The geometry in ORCA input format:
```
! wB97M-V def2-TZVPD RIJCOSX def2/J DEFGRID3
* xyz 0 1
C -0.2255 -0.0545 -1.2955
C -0.1200 1.0523 -0.2524
C 1.4104 0.7916 -0.3163
C 0.8008 -0.7035 -0.3329
C 0.0713 -0.9133 1.0022
C -0.4386 0.4896 1.0992
H -1.7066 -0.9673 -0.5478
H 0.1704 0.2005 -2.3809
H -0.3483 2.0953 -0.4080
H 2.0588 1.3798 0.3906
H 1.9505 1.1749 -1.1664
H 1.2623 -1.7165 -0.7614
H 0.4430 -1.4730 1.8647
H -1.9205 -1.0298 1.7234
H -0.7116 1.0648 1.9578
N -1.3771 -0.6060 0.9571
O -1.3194 -0.7851 -1.5335
*
```

Output
Total energy, eV: -9901.2612
Relative energy (zero: lowest compared OMol25 entry of this formula, charge and spin), kJ/mol: 419.0

---

(6)
C2H2LuO4 | ωB97M-V with the def2-TZVPD basis set

The geometry in ORCA input format:
```
! wB97M-V def2-TZVPD RIJCOSX def2/J DEFGRID3
* xyz 1 1
C -1.3676 1.6199 0.4847
O -0.9442 1.5098 -0.6720
H -2.1898 0.9775 0.8426
H -1.1570 2.5221 1.0830
O 2.0413 -2.3328 0.8329
C 1.4178 -1.6392 0.0241
O 1.9299 -1.1651 -1.0890
O 0.1424 -1.3031 0.1897
Lu 0.1274 -0.1893 -1.6959
*
```

Output
Total energy, eV: -43909.3798

---

(7)
C7H11Br2 | ωB97M-V with the def2-TZVPD basis set

The geometry in ORCA input format:
```
! wB97M-V def2-TZVPD RIJCOSX def2/J DEFGRID3
* xyz 0 2
Br -2.3174 2.1878 0.9114
Br 1.0396 -1.1453 2.5593
C 0.5860 -3.9352 2.3222
C -0.1376 -2.6739 2.8048
C -1.4300 -2.3851 1.9983
C -2.5542 -1.6655 2.7478
C -2.1192 -1.0269 4.0833
C -1.2812 -1.9662 4.8844
C -0.4063 -2.7848 4.2832
H 1.1380 -4.3755 3.1611
H -0.1316 -4.6815 1.9708
H 1.2868 -3.7076 1.5224
H -1.1878 -1.7787 1.1161
H -1.8254 -3.3441 1.6355
H -2.9845 -0.8661 2.1199
H -3.3691 -2.3903 2.9357
H -1.5685 -0.0985 3.8581
H -2.9990 -0.7363 4.6704
H -1.3554 -1.9275 5.9756
H 0.2419 -3.4858 4.8225
*
```

Output
Total energy, eV: -147520.8556
Relative energy (zero: lowest compared OMol25 entry of this formula, charge and spin), kJ/mol: 0.0

---

(8)
C4H16N2O2 | ωB97M-V with the def2-TZVPD basis set

The geometry in ORCA input format:
```
! wB97M-V def2-TZVPD RIJCOSX def2/J DEFGRID3
* xyz 0 1
C 0.6700 -0.6359 3.0200
N -0.5721 0.0716 2.7387
C -0.7078 0.7314 1.4550
C -0.6676 2.3580 1.6911
C -0.4924 3.0829 0.3966
N 0.6976 2.9315 -0.5681
H 1.4831 0.0831 2.9647
H 1.1470 -1.3497 2.3155
H 0.6855 -1.1413 3.9518
H -1.3388 -0.4134 3.1869
H -1.4632 0.4415 0.7409
H 0.2714 0.4971 0.8797
H -1.5111 2.6629 2.1555
H 0.1242 2.5862 2.3759
H -1.2492 2.5834 -0.3255
H -0.8386 4.1652 0.4168
H 0.4214 3.4048 -1.3908
H 1.5704 3.1428 -0.2492
O 1.4210 -2.5847 -2.2399
H 0.9549 -2.5322 -1.4753
H 1.4323 -3.5131 -2.3855
O -0.6994 -4.4723 -4.8878
H -1.0946 -3.6274 -5.1296
H -0.0594 -4.7745 -5.5815
*
```

Output
Total energy, eV: -11480.4505
Relative energy (zero: lowest compared OMol25 entry of this formula, charge and spin), kJ/mol: 243.2
Structure (SMILES): CNCCCN.O.O

---

(9)
C3H5N3O | ωB97M-V with the def2-TZVPD basis set

The geometry in ORCA input format:
```
! wB97M-V def2-TZVPD RIJCOSX def2/J DEFGRID3
* xyz 0 1
N 2.0659 0.7205 -0.1606
C 0.9159 -0.0363 -0.0297
C 0.4000 -1.3034 -0.0336
N -1.0073 -1.0903 -0.0381
C -1.2107 0.2338 -0.0054
O -2.4215 0.8026 0.0119
N -0.1070 0.8993 0.0113
H 2.9718 0.4687 0.1989
H 1.5762 1.6194 0.0128
H 0.8021 -2.3067 -0.0969
H -1.7420 -1.7651 0.0675
H -2.2432 1.7575 0.0619
*
```

Output
Total energy, eV: -9709.3419
Relative energy (zero: lowest compared OMol25 entry of this formula, charge and spin), kJ/mol: 119.8
Structure (SMILES): Nc1c[nH]c(O)n1